{
  "formula": "C3H8N4O2",
  "method": "the ωB97M-V functional and the def2-TZVPD basis",
  "elements": ["O", "O", "N", "N", "N", "N", "C", "C", "C", "H", "H", "H", "H", "H", "H", "H", "H"],
  "coordinates": [[1.993048, 0.866557, 2.220665], [2.370871, 2.425110, 0.630166], [-2.113804, 0.191719, -0.519806], [-0.757079, -0.198312, -0.752461], [0.761526, 0.919061, 0.288984], [-0.194199, -1.029733, 1.442156], [1.768683, 1.311909, 1.114125], [-0.038552, -0.174103, 0.541817], [-0.602388, -1.484735, -1.449049], [0.436677, -0.867949, 2.224691], [0.459742, -1.672455, -1.596575], [2.962826, 2.754827, 1.321233], [-2.575926, -0.525456, 0.040936], [-1.103392, -1.423262, -2.415069], [-1.032451, -2.299989, -0.862430], [-2.578326, 0.261866, -1.419527], [0.242743, 0.944946, -0.809856]],
  "atomic_forces_ev_per_a": [[0.19, -0.28, -0.48], [0.20, -0.24, -0.11], [0.00, -0.11, 0.07], [-0.75, -0.77, 0.08], [-0.60, -0.60, -1.46], [-0.14, -0.05, -0.06], [-0.59, 1.32, 0.60], [0.19, -0.03, -0.57], [-0.17, 0.09, 0.20], [-0.04, 0.13, -0.03], [0.01, -0.02, -0.04], [-0.01, -0.19, -0.03], [0.03, 0.00, -0.13], [0.06, 0.03, 0.02], [0.01, 0.00, 0.02], [0.06, -0.02, 0.09], [1.56, 0.73, 1.83]],
  "smiles": "[H]/N=C(\\NC(=O)O)N(C)N",
  "energy_ha": -488.5686
}